Entry from OMol25: one molecule with the formula C21H32N2O4S (ωB97M-V/def2-TZVPD).

- Energy above the lowest of the compared OMol25 structures with the same formula, charge and spin: 2.1 kcal per mole
- SMILES: CCC[C@@H](C)NC(=O)CSc1ccccc1C(=O)OCC(=O)N[C@@H](C)CCC
- Total energy: -1628.1411 Eh
- Spin multiplicity: 1
- Highest occupied orbital energy: -8.82 eV
- Max |F|: 0.73 eV/Å
- Kohn-Sham gap: 9.0494 eV

Atoms and positions in Å:
C1 -5.93109 -0.11372 -0.26076
C2 -4.70376 -1.01045 -0.15200
C3 -3.51348 -0.32337 0.51784
H1 -2.70051 -1.04795 0.61444
C4 -2.98243 0.90743 -0.22433
N1 -1.93118 1.51114 0.57733
C5 -1.93084 2.80340 0.93515
O1 -2.79884 3.59991 0.65509
C6 -0.70046 3.20756 1.77315
H2 -0.60929 2.54096 2.63800
H3 -0.82163 4.24249 2.09504
O2 0.50720 3.17742 1.01565
C7 1.16675 2.03130 0.92029
O3 0.77155 0.98237 1.39088
C8 2.39935 2.16594 0.10719
C9 2.34193 2.89071 -1.08066
C10 3.42961 2.92085 -1.93181
C11 4.58810 2.23659 -1.59602
C12 4.67042 1.54661 -0.40131
C13 3.57949 1.50296 0.45492
S1 3.70025 0.69861 2.03429
C14 4.40913 -0.90173 1.53452
C15 3.70169 -1.53011 0.33433
O4 4.33174 -2.17139 -0.48131
N2 2.37605 -1.34593 0.30320
H4 1.93485 -0.70921 0.95874
C16 1.54206 -1.81992 -0.78231
C17 1.38194 -0.72458 -1.83904
H5 0.79934 -1.09106 -2.67995
H6 2.35918 -0.41509 -2.20234
H7 0.88133 0.14268 -1.41329
H8 2.06339 -2.67435 -1.22745
C18 0.19168 -2.25393 -0.21319
C19 0.30503 -3.46167 0.71423
C20 -1.04251 -3.82859 1.32389
H9 -1.76933 -4.04724 0.54408
H10 -0.94806 -4.70570 1.95910
H11 -1.42448 -3.00918 1.92952
H12 0.69549 -4.31156 0.15085
H13 1.01622 -3.23842 1.51162
H14 -0.48197 -2.49404 -1.03829
H15 -0.23158 -1.41241 0.34150
H16 4.28831 -1.54725 2.40593
H17 5.47291 -0.80363 1.31990
H18 5.58509 1.04253 -0.13251
H19 5.43885 2.25243 -2.26011
H20 3.37456 3.47337 -2.85689
H21 1.42919 3.40730 -1.33527
H22 -1.16978 0.91510 0.87711
C21 -2.44159 0.57402 -1.61299
H23 -1.98319 1.45713 -2.05252
H24 -1.69597 -0.21559 -1.55309
H25 -3.24560 0.24913 -2.26601
H26 -3.76300 1.66920 -0.30548
H27 -3.80728 -0.01237 1.52337
H28 -4.95992 -1.88974 0.44386
H29 -4.41825 -1.36344 -1.14405
H30 -6.19480 0.29011 0.71394
H31 -5.75306 0.71627 -0.93902
H32 -6.77874 -0.68187 -0.63693

=====

Entry from OMol25: one molecule with the formula C21H32N4O2 (ωB97M-V/def2-TZVPD).

- Energy above the lowest of the compared OMol25 structures with the same formula, charge and spin: 29.2 kcal per mole
- SMILES: CCN(CC)C[C@H](O)c1cccn1-c1ccc(CNC(=O)NC(C)C)cc1
- Total energy: -1188.9280 Eh
- Spin multiplicity: 1
- Highest occupied orbital energy: -7.89 eV
- Max |F|: 0.64 eV/Å
- Kohn-Sham gap: 8.4386 eV

Atoms and positions in Å:
C1 -1.66712 0.46464 -2.00139
H1 -2.33606 1.01759 -2.65470
H2 -1.36181 -0.44944 -2.50437
H3 -2.21736 0.18683 -1.10529
C2 -0.44117 1.30778 -1.61593
N1 0.54498 1.54123 -2.64076
C3 1.38627 0.41693 -2.96978
H4 1.73868 0.50980 -4.00003
C4 2.63945 0.35603 -2.05095
C5 3.22667 -1.02382 -2.11009
C6 4.29564 -1.49559 -2.82940
C7 4.34220 -2.89413 -2.65630
C8 3.28832 -3.23488 -1.85916
N2 2.61443 -2.09775 -1.51858
C9 1.46497 -2.06152 -0.70843
C10 0.32692 -2.76278 -1.09090
C11 -0.81746 -2.70025 -0.31884
C12 -0.84486 -1.94977 0.84951
C13 0.30850 -1.28316 1.24571
C14 1.45575 -1.33630 0.47785
H5 2.35236 -0.82789 0.79901
H6 0.30988 -0.72607 2.17117
C15 -2.09963 -1.86736 1.67906
N3 -2.29257 -0.57556 2.29731
C16 -2.01832 -0.40592 3.63425
O1 -1.84073 -1.33971 4.38872
N4 -1.96901 0.89980 4.02828
H7 -2.28426 1.61471 3.39115
C17 -1.92684 1.26536 5.43193
C18 -0.91393 2.38773 5.63799
H8 0.06221 2.08959 5.26453
H9 -1.22954 3.28632 5.11072
H10 -0.82536 2.62080 6.69520
C19 -3.31399 1.66752 5.93237
H11 -3.27900 1.89084 6.99495
H12 -4.01884 0.85536 5.77163
H13 -3.66910 2.55099 5.40374
H14 -1.59794 0.36302 5.95699
H15 -2.23101 0.22545 1.68782
H16 -2.04550 -2.58389 2.50694
H17 -2.97294 -2.11049 1.06392
H18 -1.70242 -3.23628 -0.62993
H19 0.34297 -3.34286 -2.00231
H20 2.97663 -4.18848 -1.48056
H21 5.06741 -3.56267 -3.07574
H22 4.98639 -0.91132 -3.40586
O2 3.57680 1.34862 -2.38380
H23 3.90904 1.16837 -3.27052
H24 2.32997 0.60503 -1.03199
H25 0.84661 -0.53633 -2.88712
C20 0.22636 2.45560 -3.70996
C21 -0.56424 1.89306 -4.90071
H26 -0.05809 1.03156 -5.33015
H27 -0.64933 2.65741 -5.66958
H28 -1.56471 1.58943 -4.60817
H29 1.17577 2.85593 -4.08332
H30 -0.33102 3.28771 -3.27205
H31 -0.78056 2.28497 -1.25749
H32 0.06957 0.80820 -0.78659

=====

Entry from OMol25: C21H32N4ORbS5Se as an isolated structure (ωB97M-V/def2-TZVPD).

- Energy above the lowest of the compared OMol25 structures with the same formula, charge and spin: 11.9 kcal per mole
- Total energy: -5529.9490 Eh
- Spin multiplicity: 1
- Highest occupied orbital energy: -10.64 eV
- Charge: +1
- Max |F|: 1.55 eV/Å
- Kohn-Sham gap: 7.2007 eV

Atoms and positions in Å:
Rb1 0.57039 0.06801 0.64047
C1 -3.11901 -2.53046 -0.97703
C2 -3.58218 -1.92990 0.34841
S1 -3.04393 -0.24180 0.69393
C3 -3.74092 0.60942 -0.73583
C4 -3.49111 2.11202 -0.64964
S2 -1.75888 2.63146 -0.71340
C5 -1.50690 2.85373 -2.49004
C6 -1.69022 1.63319 -3.38644
S3 -0.61982 0.27045 -2.87726
C7 -1.52736 -1.13292 -3.56348
C8 -1.10324 -2.44720 -2.91412
S4 -1.31674 -2.54437 -1.12186
H1 -3.54033 -1.96340 -1.80640
H2 -3.50734 -3.54707 -1.05511
H3 -3.21545 -2.52573 1.18665
H4 -4.67230 -1.97904 0.38984
H5 -4.81899 0.43053 -0.76313
H6 -3.29889 0.20993 -1.64732
H7 -3.89214 2.50206 0.28678
H8 -4.02666 2.62066 -1.45401
H9 -0.48646 3.23431 -2.57862
H10 -2.16223 3.65046 -2.84776
H11 -1.48450 1.92542 -4.41743
H12 -2.72721 1.29377 -3.35193
H13 -1.36814 -1.20833 -4.64048
H14 -2.59596 -0.96401 -3.41288
H15 -0.04021 -2.62833 -3.08474
H16 -1.63049 -3.27254 -3.39515
C9 3.10823 3.34119 2.91197
S5 2.30526 2.70157 1.45284
C10 1.91985 4.26683 0.68357
O1 0.98851 2.13982 1.90621
H17 2.41264 3.99491 3.43728
H18 4.01384 3.87456 2.62495
H19 3.36619 2.49048 3.53879
H20 2.84227 4.78352 0.41977
H21 1.31518 4.85979 1.36902
H22 1.34974 4.05169 -0.21831
Se1 3.56771 -0.71821 4.52508
N1 3.08718 -2.29459 5.19036
C11 2.17569 -2.77226 4.37139
C12 1.50710 -4.03000 4.53042
C13 0.61136 -4.37749 3.58322
C14 0.36173 -3.49808 2.46882
N2 0.93136 -2.35088 2.27340
C15 1.85065 -1.96155 3.22487
N3 2.48820 -0.81496 3.11545
H23 1.73605 -4.65433 5.38309
H24 0.06995 -5.31182 3.63206
H25 -0.35550 -3.81578 1.71654
N4 2.16661 -1.47210 -1.49863
C16 3.37886 -0.98252 -0.97395
C17 3.95819 -1.58174 0.14033
C18 5.10650 -1.04293 0.70092
C19 5.68838 0.09729 0.16673
C20 5.10629 0.69547 -0.94342
C21 3.95810 0.16668 -1.51067
H26 2.04300 -1.27096 -2.48097
H27 2.01053 -2.45228 -1.30769
H28 3.50675 -2.47076 0.56642
H29 5.55352 -1.52878 1.55944
H30 6.59200 0.50578 0.59812
H31 5.55453 1.57865 -1.38070
H32 3.51171 0.63615 -2.38035